No. 1
Entry from the Open Molecules 2025 dataset: 2 unconnected molecules or ions with the total composition C22H39N3O9PS2 in a non-equilibrium geometry (the ωB97M-V functional and the def2-TZVPD basis).

Structure (XYZ):
```
76
Properties=species:S:1:pos:R:3:lowdin_charge:R:1
C -4.5543 2.1330 1.3896 0.02
C -4.1807 1.9480 2.8645 -0.52
O -4.7884 2.5647 3.7094 0.09
O -3.1955 1.0914 3.2827 -0.02
C -1.9210 1.3402 2.6618 -0.14
C -1.5024 2.8468 2.6869 -0.17
N -0.0452 2.8885 2.6770 -0.13
C 0.5074 4.1048 3.2472 -0.19
C 0.1985 4.2942 4.7776 -0.22
C -0.4653 5.6462 5.1176 -0.47
S -1.9449 6.0398 4.1287 0.87
C -1.3926 7.3075 2.9650 -1.04
S -0.5767 8.6169 3.4772 0.70
N -1.6840 7.0733 1.6227 -0.15
C -0.8108 7.2227 0.5686 -0.11
C -1.4339 6.8601 -0.5817 -0.11
N -2.7548 6.5128 -0.2433 0.07
C -2.8614 6.6369 1.0216 -0.21
C 0.5176 2.5632 1.3507 -0.22
C 1.6021 1.4256 1.5205 -0.12
C 1.1896 0.0827 0.8278 -0.19
C 2.3082 -0.3210 -0.1758 -0.26
O 1.8562 -1.3838 -1.0136 -0.09
C 1.1146 3.7756 0.5780 -0.70
O 2.2857 4.1747 0.7796 -0.07
O 0.3633 4.3269 -0.2695 -0.07
H -3.7463 2.7002 0.9016 0.08
H -4.7577 1.1813 0.8789 0.09
H -5.4653 2.7423 1.3674 0.09
H -1.8283 0.9324 1.6409 0.12
H -1.1651 0.8275 3.2762 0.13
H -1.9608 3.2644 3.5934 0.09
H -1.9078 3.4004 1.8164 0.12
H 1.6044 4.0389 3.1791 0.12
H 0.2096 5.0395 2.7305 0.11
H 1.1541 4.2548 5.3289 0.11
H -0.3864 3.4178 5.0986 0.10
H -0.8087 5.5914 6.1662 0.07
H 0.2593 6.4706 5.0843 0.05
H 0.2189 7.5614 0.6393 0.12
H -1.0298 6.8251 -1.5841 0.10
H -3.7055 6.4703 1.6888 0.12
H -0.2493 2.1266 0.6920 0.12
H 1.7158 1.2618 2.5999 0.11
H 2.5237 1.7939 1.0469 0.10
H 1.0633 -0.6882 1.6087 0.10
H 0.2427 0.1461 0.2667 0.10
H 3.1921 -0.5895 0.4315 0.12
H 2.5527 0.5867 -0.7458 0.12
H 1.2568 -1.9184 -0.4810 0.07
O -0.0301 -6.0936 -2.5514 -0.22
P 1.1081 -6.2582 -3.5075 0.59
O 1.0956 -4.8439 -4.3237 -0.21
C 1.5221 -3.6608 -3.6402 -0.28
C 3.0261 -3.6379 -3.4407 -0.08
O 0.3954 -7.2339 -4.6245 -0.22
C -0.7921 -7.9591 -4.3187 -0.30
C -2.0234 -7.1919 -4.7600 -0.08
O 2.5863 -6.6988 -4.1591 -0.20
C 3.4574 -7.4733 -3.3168 -0.29
C 2.8420 -8.8038 -2.9239 -0.08
H 1.0058 -3.5754 -2.6812 0.10
H 1.2218 -2.8121 -4.2533 0.12
H 3.3367 -4.4032 -2.7217 0.06
H 3.3460 -2.6686 -3.0590 0.07
H 3.5443 -3.8429 -4.3785 0.08
H -0.8362 -8.2046 -3.2571 0.10
H -0.7396 -8.9064 -4.8611 0.11
H -2.0151 -6.1675 -4.3887 0.08
H -2.9325 -7.6842 -4.4088 0.07
H -2.0606 -7.1322 -5.8496 0.07
H 3.7152 -6.8915 -2.4269 0.11
H 4.3770 -7.6412 -3.8781 0.12
H 1.9583 -8.6591 -2.2927 0.07
H 3.5575 -9.4090 -2.3658 0.08
H 2.5201 -9.3559 -3.8073 0.08
```

Properties
HOMO level = -0.1691 hartree
charge = -1
frontier orbital gap = 5.660 eV
LUMO = 1.060 eV

---

No. 2
Entry from the Open Molecules 2025 dataset: a molecular structure, C48H44AsN5O7PdSSi in a non-equilibrium geometry (the ωB97M-V functional and the def2-TZVPD basis).

Structure (XYZ):
```
108
Properties=species:S:1:pos:R:3:mulliken_spin:R:1
Pd 0.4658 0.4402 0.1057 0.85
C -0.6263 0.7680 -1.7621 0.53
Si 0.3730 2.1027 -2.5350 -0.06
C 0.3103 3.3483 -1.1585 -0.01
N 0.6626 2.6744 0.1245 0.11
C 2.1429 2.8102 0.3845 0.02
C 2.4360 3.5701 1.6647 0.01
C 1.7409 4.9231 1.6143 0.00
C 0.2166 4.7362 1.5031 0.00
C -0.1491 3.2857 1.2224 -0.02
C -0.4218 2.8151 -4.0676 0.01
C -1.6022 3.5587 -3.9650 0.00
C -2.2238 4.0849 -5.0861 0.00
C -1.6734 3.8719 -6.3408 0.00
C -0.5113 3.1298 -6.4698 0.00
C 0.1064 2.6064 -5.3426 0.01
C 2.1023 1.5417 -2.9023 0.02
C 2.5409 0.2470 -2.6358 0.00
C 3.8582 -0.1298 -2.8662 0.01
C 4.7578 0.7881 -3.3808 0.00
C 4.3397 2.0822 -3.6712 0.00
C 3.0269 2.4500 -3.4342 0.00
H -0.7046 -0.1483 -2.3469 -0.06
H -1.6267 1.1020 -1.4768 0.02
H -0.7240 3.6948 -1.0918 0.00
H 0.9293 4.2404 -1.2881 0.00
H 2.5775 3.3493 -0.4612 0.00
H 2.6063 1.8155 0.3819 -0.01
H 3.5186 3.6817 1.7503 0.00
H 2.1062 2.9987 2.5363 0.00
H 2.1170 5.4646 0.7406 0.00
H 1.9929 5.5293 2.4835 0.00
H -0.2005 5.4089 0.7517 0.00
H -0.2688 4.9880 2.4481 0.00
H -1.1927 3.1926 0.9119 0.01
H -0.0368 2.6738 2.1104 0.00
H -2.0560 3.7286 -2.9961 0.00
H -3.1355 4.6571 -4.9809 0.00
H -2.1526 4.2845 -7.2192 0.00
H -0.0829 2.9561 -7.4475 0.00
H 1.0125 2.0263 -5.4607 0.00
H 1.8512 -0.5018 -2.2475 0.01
H 4.1751 -1.1376 -2.6359 0.00
H 5.7857 0.4994 -3.5592 0.00
H 5.0378 2.8001 -4.0816 0.00
H 2.7177 3.4641 -3.6653 0.00
C -2.9227 -5.2221 2.4224 0.01
C -3.8216 -4.1932 2.1843 -0.01
C -3.4727 -3.1322 1.3619 0.01
C -2.2206 -3.1128 0.7638 0.03
C -1.3213 -4.1491 0.9914 0.01
C -1.6723 -5.2030 1.8237 0.00
As -1.6437 -1.6103 -0.3300 0.08
C -3.1006 -1.4129 -1.5645 0.05
C -4.2852 -0.7282 -1.3416 0.01
C -5.2317 -0.6762 -2.3545 0.00
C -4.9797 -1.2942 -3.5748 0.01
C -3.7864 -1.9601 -3.7998 0.00
C -2.8312 -2.0206 -2.7904 0.02
C -1.4940 -2.6472 -2.8953 -0.02
C -1.0020 -3.2721 -4.0359 0.00
C 0.2832 -3.7916 -4.0315 0.00
C 1.0778 -3.6849 -2.8982 0.00
C 0.5973 -3.0606 -1.7550 -0.02
C -0.6900 -2.5475 -1.7537 0.04
H -3.2006 -6.0392 3.0739 0.00
H -4.7975 -4.2043 2.6513 0.00
H -4.1788 -2.3273 1.2082 0.00
H -0.3429 -4.1449 0.5286 0.00
H -0.9684 -6.0052 2.0003 0.00
H -4.4744 -0.2375 -0.3939 0.00
H -6.1628 -0.1509 -2.1948 0.00
H -5.7194 -1.2473 -4.3620 0.00
H -3.6035 -2.4229 -4.7587 0.00
H -1.6103 -3.3530 -4.9255 0.00
H 0.6683 -4.2762 -4.9185 0.00
H 2.0836 -4.0853 -2.9033 0.00
H 1.2299 -2.9604 -0.8814 0.00
O 5.2989 -1.8663 4.8663 0.00
N 4.4705 -1.2019 5.4586 0.00
O 4.5118 -0.9315 6.6416 0.00
C 3.3774 -0.6378 4.6720 0.00
C 2.4086 0.1256 5.3112 0.01
C 1.3819 0.6513 4.5677 -0.01
C 1.1924 0.3918 3.1757 0.02
O 0.2109 0.7440 2.4741 0.03
C 2.2681 -0.3705 2.6250 -0.05
C 3.3364 -0.8875 3.3086 0.01
N 2.0808 -0.6974 1.2316 0.04
O 2.9729 -0.5142 0.4143 0.20
O 1.1092 -1.5071 0.9462 0.04
N 0.4446 1.5479 5.2551 0.00
O 0.0713 2.5260 4.6424 0.00
O 0.1541 1.2833 6.4035 0.00
H 2.4723 0.3173 6.3723 0.00
H 4.1061 -1.4664 2.8211 0.00
S -3.0055 -0.3539 3.1802 0.00
C -2.0523 -1.4696 3.9537 0.00
N -0.8647 -1.8558 3.3954 0.00
C -0.0102 -2.7751 3.9010 0.00
C -0.2866 -3.3949 5.0745 0.00
C -1.4916 -3.0360 5.7304 0.00
C -2.3356 -2.1177 5.1988 0.00
H -0.6215 -1.3947 2.5223 0.01
H 0.8744 -2.9510 3.3083 0.00
H 0.3969 -4.1228 5.4806 0.00
H -1.7417 -3.5015 6.6740 0.00
H -3.2545 -1.8338 5.6898 0.00
```

Properties
HOMO level (alpha / beta) = -0.2720 / -0.2774 hartree
multiplicity = 3
frontier orbital gap (alpha / beta) = 5.979 / 5.388 eV
⟨S²⟩ = 2.022
ΔE to the lowest compared entry with this formula, charge and spin = 114.2 kJ/mol
LUMO (alpha / beta) = -1.423 / -2.161 eV

---

No. 3
Entry from the Open Molecules 2025 dataset: a molecular structure, C38H33Br5LuN5O6Se2 in a non-equilibrium geometry (the ωB97M-V functional and the def2-TZVPD basis).

Structure (XYZ):
```
90
Properties=species:S:1:pos:R:3:lowdin_charge:R:1
Lu -0.6519 0.3261 -0.2515 1.42
O 3.1919 3.8105 -2.3653 0.04
C 1.9810 4.3859 -2.5981 -0.27
C 1.9803 5.7378 -3.0501 -0.03
C 0.7699 6.3947 -3.1860 -0.12
C -0.4257 5.7440 -2.8960 -0.11
C -0.3998 4.4499 -2.4607 -0.02
C 0.7982 3.7328 -2.2478 -0.08
C 0.7372 2.4020 -1.5294 -0.46
O -0.5902 2.1157 -1.2209 -0.36
N 1.4477 1.3456 -2.2199 0.01
N 0.9200 0.0540 -1.8699 -0.05
C 1.3619 -0.9079 -2.6568 -0.18
C 1.2975 -2.3411 -2.5379 -0.58
Br -0.1478 -3.1235 -1.4817 0.72
C 2.0871 -3.2156 -3.2380 -0.10
C 3.3992 -2.9579 -3.8314 -0.21
C 3.9835 -3.9232 -4.6582 -0.05
C 5.3055 -3.8540 -5.0553 -0.10
C 6.0413 -2.7248 -4.7253 -0.11
C 5.4905 -1.7311 -3.9473 -0.09
C 4.1841 -1.8435 -3.4767 -0.03
H 3.0751 2.9461 -1.9493 0.08
H 2.9292 6.2692 -3.1735 0.11
H 0.7127 7.4513 -3.5406 0.10
H -1.4268 6.1892 -2.9744 0.10
H -1.3243 3.9675 -2.2162 0.11
H 1.2738 2.4717 -0.5417 0.12
H 1.4055 1.4227 -3.2392 0.14
H 1.8824 -0.5373 -3.5662 0.13
H 1.7420 -4.2322 -3.3356 0.09
H 3.3643 -4.7656 -4.9275 0.11
H 5.7350 -4.6672 -5.6378 0.10
H 7.0805 -2.6632 -5.1076 0.11
H 5.9973 -0.7895 -3.6991 0.11
H 3.8364 -1.0812 -2.7960 0.10
O -5.0391 -3.2758 -2.5644 -0.11
C -4.4982 -2.9357 -1.3164 -0.37
C -5.0939 -1.6500 -0.7279 -0.54
C -6.6835 -1.9459 -0.7263 -0.22
O -7.3979 -1.0608 0.1035 -0.08
C -4.5947 -1.5718 0.7179 -0.56
Se -2.6501 -1.9549 1.0423 0.28
C -4.7493 -0.3818 -1.5825 -0.55
Se -2.9769 -0.3796 -2.5320 0.29
H -4.6861 -2.6140 -3.2221 0.07
H -3.4062 -2.8501 -1.2786 0.00
H -4.7805 -3.7650 -0.6422 0.12
H -6.8686 -2.9329 -0.3322 0.11
H -7.0597 -1.9544 -1.7446 0.11
H -7.9300 -0.4138 -0.3866 0.09
H -5.1162 -2.3160 1.3270 0.04
H -4.7801 -0.5676 1.1657 0.06
H -4.7914 0.5160 -0.9698 0.04
H -5.4676 -0.2800 -2.3945 0.02
Br 1.3424 6.0346 3.4514 0.61
C 0.2794 4.5375 2.9184 -0.77
C -1.1345 4.5657 3.0550 -0.75
Br -1.8938 6.0596 3.9852 0.60
C -1.9215 3.5305 2.5478 -0.72
Br -3.7018 3.6544 2.8805 0.76
C -1.3507 2.4437 1.8047 -0.38
O -2.0020 1.5385 1.0877 -0.27
C 0.1065 2.3215 1.8624 -0.41
O 0.6005 1.1980 1.3787 -0.30
C 0.8957 3.4161 2.3929 -0.70
Br 2.7291 3.3670 2.0948 0.72
C 3.6177 -2.7625 1.8017 -0.06
C 2.7625 -1.9329 1.0122 -0.15
N 1.5526 -1.5548 1.3519 0.07
C 1.1808 -1.7751 2.6398 -0.04
C 1.8814 -2.6652 3.4602 -0.20
C 3.1320 -3.1537 3.0205 -0.05
C 1.4140 -3.2262 4.6985 -0.06
C 0.5394 -2.7162 5.5917 -0.04
C 0.1560 -1.3146 5.7106 -0.28
C -1.1376 -0.8954 6.1136 0.00
C -1.4504 0.4441 5.9480 -0.12
N -0.5156 1.3335 5.6373 0.09
C 0.6872 0.8864 5.3869 -0.20
N 1.0890 -0.3869 5.3815 0.14
H 4.6002 -3.0346 1.4115 0.10
H 3.0804 -1.6149 0.0085 0.10
H 0.2637 -1.3169 2.9921 0.11
H 3.7460 -3.7386 3.6951 0.11
H 1.7809 -4.2148 4.9137 0.10
H 0.0635 -3.3724 6.3125 0.10
H -1.8783 -1.6193 6.4277 0.10
H -2.4455 0.8374 6.2153 0.12
H 1.4568 1.6029 5.0819 0.11
```

Properties
HOMO level = -0.0419 hartree
charge = -2
frontier orbital gap = 3.676 eV
ΔE to the lowest compared entry with this formula, charge and spin = 187.2 kJ/mol
LUMO = 2.535 eV

---

> What is the formula in the first record?

C22H39N3O9PS2